[1]
Entry from OMol25: C55H64N3O2PtSi2 as an isolated structure (ωB97M-V/def2-TZVPD).

Geometry as XYZ:
```
127
Properties=species:S:1:pos:R:3
Pt -0.360 -0.723 0.066
C -0.325 -4.950 0.100
C -1.248 -4.082 0.955
C -2.601 -4.764 1.202
C -0.677 -3.723 2.309
C -0.102 -4.728 3.072
C 0.240 -4.514 4.393
C -0.040 -3.284 4.958
C -0.578 -2.231 4.228
C -0.875 -0.947 4.986
C -2.229 -1.056 5.708
C 0.179 -0.608 6.051
C -0.879 -2.432 2.851
N -1.269 -1.375 2.017
C -2.322 -0.601 2.268
O -3.345 -0.920 2.881
C -2.185 0.816 1.774
C -2.852 1.792 2.488
C -2.638 3.120 2.140
C -1.801 3.399 1.091
C -1.182 2.372 0.366
N -1.383 1.100 0.742
C -0.417 2.803 -0.818
O -0.281 4.010 -0.986
N 0.029 1.938 -1.798
C -0.118 2.581 -3.092
C 0.991 3.152 -3.736
C 0.885 3.545 -5.065
C -0.312 3.443 -5.743
C -1.448 3.069 -5.046
C -1.385 2.671 -3.718
C -2.679 2.439 -2.964
C -3.807 1.832 -3.799
C -3.179 3.782 -2.398
C 2.262 3.489 -2.985
C 3.539 3.120 -3.750
C 2.253 4.989 -2.657
H -0.749 -5.072 -0.898
H -0.191 -5.945 0.530
H 0.654 -4.477 -0.005
H -1.426 -3.159 0.405
H -3.063 -5.091 0.268
H -3.277 -4.068 1.703
H -2.474 -5.639 1.844
H 0.056 -5.707 2.633
H 0.679 -5.307 4.987
H 0.179 -3.138 6.009
H -0.917 -0.119 4.273
H -2.212 -1.900 6.401
H -3.038 -1.206 5.000
H -2.424 -0.142 6.277
H 0.038 -1.215 6.947
H 0.072 0.438 6.344
H 1.200 -0.759 5.700
H -3.498 1.502 3.302
H -3.136 3.912 2.683
H -1.605 4.409 0.763
H 1.756 3.945 -5.573
H -0.373 3.696 -6.795
H -2.408 3.090 -5.546
H -2.461 1.768 -2.132
H -4.194 2.557 -4.518
H -4.631 1.549 -3.143
H -3.473 0.947 -4.334
H -3.463 4.448 -3.216
H -2.409 4.278 -1.813
H -4.053 3.624 -1.760
H 2.243 2.960 -2.038
H 4.382 3.009 -3.065
H 3.413 2.178 -4.287
H 3.800 3.894 -4.475
H 2.229 5.587 -3.572
H 3.147 5.262 -2.089
H 1.374 5.225 -2.061
C 1.333 -1.935 -1.700
Si 0.821 0.178 -1.778
C 2.687 0.570 -1.598
C 0.021 -0.295 -3.450
C 0.615 -0.134 -4.700
C -0.051 -0.475 -5.866
C -1.320 -1.029 -5.786
C -1.894 -1.253 -4.543
C -1.243 -0.886 -3.363
Si -1.965 -1.364 -1.644
C -3.638 -0.650 -1.010
C -2.541 -3.143 -2.079
H 1.944 -1.981 -2.601
H 0.515 -2.649 -1.792
H 1.943 -2.179 -0.833
H 3.169 0.559 -2.579
H 3.154 -0.202 -0.986
H 2.912 1.528 -1.131
H 1.612 0.290 -4.764
H 0.408 -0.308 -6.833
H -1.850 -1.308 -6.690
H -2.862 -1.741 -4.506
H -4.473 -0.986 -1.634
H -3.653 0.440 -0.968
H -3.810 -1.016 0.005
H -3.345 -3.053 -2.815
H -2.949 -3.677 -1.222
H -1.748 -3.745 -2.529
C 5.860 -2.152 3.344
C 5.567 -0.954 2.704
C 4.340 -0.768 2.092
C 3.369 -1.777 2.112
C 3.690 -2.988 2.732
C 4.918 -3.170 3.348
C 2.056 -1.626 1.460
C 1.376 -0.490 1.260
C 1.618 0.759 1.989
C 1.739 0.701 3.386
C 1.937 1.841 4.141
C 2.015 3.085 3.527
C 1.912 3.162 2.146
C 1.716 2.017 1.390
H 6.818 -2.285 3.832
H 6.302 -0.159 2.684
H 4.124 0.159 1.578
H 2.952 -3.783 2.744
H 5.146 -4.109 3.838
H 1.633 -2.567 1.106
H 1.684 -0.273 3.852
H 2.039 1.763 5.217
H 2.157 3.982 4.117
H 1.980 4.121 1.644
H 1.651 2.096 0.317
```

## Properties
LUMO level (spin up / spin down): 1.6 / 1.6 eV
Frontier orbital gap (spin up / spin down): 6.0842 / 6.0800 eV
Charge: -1

Löwdin atomic charge list, values in e, 8 entries: atom 1 (Pt): 1.015, atom 2 (C): -0.061, atom 3 (C): -0.393, atom 4 (C): -0.050, atom 5 (C): -0.157, atom 6 (C): -0.061, atom 7 (C): -0.093, atom 8 (C): -0.052

=====

[2]
Entry from OMol25: C3H10ClN5S as an isolated structure (ωB97M-V/def2-TZVPD).

Geometry as XYZ:
```
20
Properties=species:S:1:pos:R:3
C -0.684 -1.360 0.003
C 0.312 0.899 -0.530
C 1.724 0.925 0.077
N -1.861 -1.814 0.425
N -2.457 -0.399 1.337
N -0.609 0.035 0.193
N -1.817 0.535 0.612
N 2.600 -0.088 -0.563
S 0.473 -2.286 -0.695
Cl -2.886 1.150 -0.973
H -0.109 1.905 -0.516
H 0.363 0.579 -1.577
H 1.679 0.728 1.149
H 2.162 1.914 -0.067
H -2.066 -2.699 0.872
H -3.478 -0.409 1.307
H -1.742 1.437 1.117
H 3.439 -0.278 0.000
H 2.917 0.219 -1.492
H 2.038 -0.994 -0.678
```

## Properties
LUMO level: -9.8 eV
Energy above the lowest of the compared OMol25 structures with the same formula, charge and spin: 58.7 kcal/mol
Frontier orbital gap: 7.6998 eV
Charge: +2

Löwdin atomic charge list, values in e, 8 entries: atom 1 (C): -0.804, atom 2 (C): -0.127, atom 3 (C): -0.110, atom 4 (N): 0.208, atom 5 (N): 0.163, atom 6 (N): -0.112, atom 7 (N): -0.304, atom 8 (N): 0.144